Record 1
{
  "formula": "C12H50O19",
  "method": "ωB97M-V/def2-TZVPD",
  "species": ["O", "H", "H", "O", "H", "H", "O", "H", "H", "O", "H", "H", "O", "H", "H", "O", "H", "H", "O", "H", "H", "C", "C", "O", "O", "H", "H", "H", "H", "H", "H", "C", "C", "O", "O", "H", "H", "H", "H", "H", "H", "C", "C", "O", "O", "H", "H", "H", "H", "H", "H", "C", "C", "O", "O", "H", "H", "H", "H", "H", "H", "C", "C", "O", "O", "H", "H", "H", "H", "H", "H", "C", "C", "O", "O", "H", "H", "H", "H", "H", "H"],
  "xyz": [[0.0056, -0.5969, -4.5704], [-0.3065, 0.2583, -4.8601], [0.1419, -1.1809, -5.3472], [0.4853, -4.7745, -2.6125], [0.6694, -4.7709, -1.6954], [0.1675, -3.8647, -2.6357], [0.3228, 2.4993, -2.6141], [0.1853, 3.2987, -2.1131], [0.8187, 2.9637, -3.3290], [-0.6100, 2.3548, 1.9858], [-0.1953, 1.4892, 1.9102], [-1.3429, 2.1456, 1.4522], [1.0845, 0.2213, 2.1982], [1.5466, 1.0075, 1.9082], [1.2854, -0.3921, 1.4930], [1.7696, 0.1682, -2.5953], [1.3509, 1.0335, -2.3695], [1.2951, -0.1908, -3.3331], [-3.4862, 1.7779, 1.7661], [-3.6151, 1.5447, 0.8585], [-3.0174, 1.1572, 2.3033], [3.0707, -2.0691, -0.2518], [4.3694, -1.8677, -1.0238], [4.8385, -3.1508, -1.3227], [2.3748, -0.8242, -0.0676], [3.1544, -2.6238, 0.6434], [2.4264, -2.7294, -0.8484], [5.1822, -1.3802, -0.4695], [4.3713, -1.2739, -1.9702], [5.7098, -3.0733, -1.7584], [2.0871, -0.4990, -0.9532], [-0.6883, -0.6709, -0.8035], [-1.5374, -1.5395, -1.7232], [-0.6340, -2.2659, -2.4674], [-1.4166, -0.1559, 0.2648], [-0.1939, 0.1550, -1.2929], [0.0467, -1.2831, -0.3411], [-2.2001, -1.0330, -2.3629], [-2.1700, -2.2193, -1.1424], [-0.4053, -1.7196, -3.2343], [-1.4922, -0.8314, 0.9340], [-2.0876, 0.1433, 4.7162], [-2.3567, 1.6405, 4.9783], [-2.3090, 1.9488, 6.3555], [-2.3730, -0.2096, 3.3783], [-2.6655, -0.4677, 5.4195], [-0.9990, -0.0109, 4.7479], [-3.3904, 1.8842, 4.5371], [-1.7954, 2.3244, 4.3478], [-2.7933, 2.8091, 6.3410], [-1.8213, -0.9692, 3.0450], [0.1348, -3.4322, 1.7723], [-0.2873, -4.3539, 0.6363], [0.7005, -5.1642, 0.1156], [-0.9393, -2.6128, 2.1732], [1.0677, -2.8082, 1.7136], [0.1971, -4.0427, 2.6620], [-0.6350, -3.8160, -0.1900], [-1.1075, -5.0312, 0.9719], [1.2940, -5.4497, 0.7704], [-1.3604, -2.9576, 2.9860], [-3.5691, 3.1877, -2.1266], [-2.7673, 1.9881, -1.6143], [-3.5369, 1.0474, -0.8289], [-2.6380, 3.9524, -2.8943], [-3.8815, 3.8149, -1.3257], [-4.3721, 2.7814, -2.7188], [-1.8691, 2.3320, -0.9481], [-2.2731, 1.4012, -2.3408], [-2.9346, 0.4955, -0.3646], [-1.8795, 4.2831, -2.3821], [3.2901, 2.9811, -0.5661], [2.0149, 2.7766, 0.2500], [2.5446, 2.4974, 1.5875], [3.2307, 3.3578, -1.9356], [3.8900, 2.0927, -0.6928], [3.8941, 3.6123, -0.0210], [1.3696, 1.9205, -0.0092], [1.3378, 3.6246, 0.1124], [3.2875, 3.0699, 1.7423], [2.9398, 4.2650, -2.0107]],
  "mulliken_charge": [-0.58, 0.24, 0.25, -0.73, 0.28, 0.47, -0.41, 0.13, 0.26, -0.78, 0.42, 0.38, -0.72, 0.30, 0.21, -0.64, 0.01, 0.49, -0.75, 0.47, 0.37, -0.34, -0.61, -0.56, -0.08, 0.69, 0.07, 0.34, 0.25, 0.31, 0.08, 1.49, -1.35, -0.42, 0.11, -0.47, 0.08, 0.47, 0.34, 0.27, -0.18, -0.18, -0.48, -0.55, -0.48, 0.28, 0.28, 0.19, 0.34, 0.35, 0.18, -0.57, 0.58, -0.58, -0.55, 0.03, 0.62, -0.58, 0.28, 0.31, 0.29, -0.52, 0.59, -0.75, -0.55, 0.32, 0.32, -0.36, 0.17, 0.54, 0.30, -1.31, 1.53, -0.59, -0.52, 0.25, 0.73, -0.95, 0.25, 0.33, 0.30],
  "homo_ev": -9.536,
  "charge": 0,
  "orbital_gap_ev": 9.1,
  "total_energy_ha": -1916.57983,
  "lumo_energy_ev": -0.43
}



Record 2
{
  "formula": "C28H20BiF9N6O5Se",
  "method": "ωB97M-V/def2-TZVPD",
  "species": ["Bi", "C", "C", "O", "C", "C", "C", "C", "C", "C", "O", "H", "H", "H", "H", "H", "H", "H", "Se", "N", "C", "C", "C", "C", "C", "N", "C", "C", "N", "C", "C", "C", "C", "C", "N", "H", "H", "H", "H", "H", "H", "C", "C", "N", "O", "C", "C", "N", "O", "H", "H", "H", "H", "H", "H", "H", "F", "C", "F", "F", "C", "O", "C", "F", "F", "F", "C", "F", "F", "F"],
  "xyz": [[-0.1744, 0.2572, 0.7044], [1.5741, -0.3331, 4.6904], [1.5247, 0.0431, 3.2249], [0.4550, -0.5513, 2.6258], [2.8217, -0.1701, 2.4529], [3.9704, -0.6054, 3.1123], [5.1668, -0.8317, 2.4522], [5.2299, -0.6175, 1.0819], [4.1070, -0.1894, 0.4010], [2.8959, 0.0454, 1.0617], [1.8873, 0.4862, 0.2905], [0.5815, -0.1560, 5.1004], [2.3005, 0.2630, 5.2415], [1.8148, -1.3904, 4.7889], [3.9313, -0.7786, 4.1793], [6.0354, -1.1706, 3.0010], [6.1542, -0.7865, 0.5430], [4.1294, -0.0173, -0.6685], [-0.8114, -5.2137, -5.3047], [-0.6285, -5.3559, -3.5432], [-0.4405, -4.1473, -3.0873], [-0.2512, -3.8389, -1.6718], [-0.2576, -4.8268, -0.6893], [-0.0890, -4.4693, 0.6279], [0.0644, -3.1228, 0.9369], [0.0709, -2.1766, 0.0047], [-0.0713, -2.5116, -1.2887], [-0.0319, -1.4275, -2.2936], [0.1866, -0.1813, -1.8549], [0.2394, 0.8109, -2.7288], [0.0601, 0.6226, -4.0949], [-0.1746, -0.6505, -4.5566], [-0.2112, -1.7054, -3.6474], [-0.4283, -3.0880, -4.0662], [-0.6061, -3.4486, -5.3083], [-0.3972, -5.8582, -0.9862], [-0.0860, -5.2084, 1.4164], [0.1853, -2.7707, 1.9555], [0.4177, 1.8000, -2.3247], [0.0943, 1.4689, -4.7667], [-0.3281, -0.8579, -5.6077], [-0.0246, 5.1616, 0.3848], [0.0176, 3.7146, 0.7543], [-0.5794, 2.7912, 0.1111], [-1.3127, 3.1396, -0.9740], [0.7672, 3.2607, 1.9737], [1.4948, 4.2381, 2.8380], [0.7076, 2.0122, 2.2153], [1.3184, 1.5518, 3.3256], [-0.7578, 5.3202, -0.3995], [0.9535, 5.4874, 0.0237], [-0.2807, 5.7761, 1.2490], [-1.8391, 2.2821, -1.1441], [1.9598, 5.0185, 2.2374], [2.2543, 3.7220, 3.4186], [0.8010, 4.7169, 3.5338], [-4.9890, -1.4992, -1.2074], [-3.9000, -0.8569, -1.6476], [-4.0720, -0.6121, -2.9512], [-2.8701, -1.7126, -1.5451], [-3.5845, 0.4641, -0.8627], [-2.3180, 0.8241, -1.0821], [-4.5875, 1.5690, -1.3328], [-4.6058, 2.5857, -0.4564], [-5.8452, 1.1277, -1.4621], [-4.2093, 2.0732, -2.5081], [-3.8274, 0.1937, 0.6600], [-3.2444, 1.1529, 1.3975], [-5.1045, 0.1222, 1.0240], [-3.2341, -0.9650, 1.0223]],
  "mulliken_charge": [2.57, -2.22, 1.86, -0.88, 0.36, -0.81, -0.99, -0.49, -0.90, 0.49, -0.54, 0.45, 0.43, 0.42, 0.37, 0.40, 0.42, 0.43, 0.24, -0.89, 1.09, 0.46, -0.79, -0.94, -0.41, 0.10, -0.11, -0.55, 0.43, -0.53, -1.12, -0.93, 0.49, 1.14, -0.89, 0.54, 0.45, 0.47, 0.53, 0.48, 0.53, -1.89, 0.16, 0.79, -0.61, 0.48, -1.78, 0.22, -0.45, 0.38, 0.34, 0.41, 0.32, 0.41, 0.42, 0.32, -0.31, 0.28, -0.30, -0.04, 1.14, -0.44, 0.28, -0.27, -0.27, -0.25, 0.28, -0.25, -0.29, -0.26],
  "homo_ev": -7.985,
  "charge": 0,
  "orbital_gap_ev": 7.0,
  "total_energy_ha": -5298.61074,
  "lumo_energy_ev": -0.96
}



Record 3
{
  "formula": "H15NaO8",
  "method": "ωB97M-V/def2-TZVPD",
  "species": ["Na", "O", "H", "O", "H", "H", "O", "H", "H", "O", "H", "H", "O", "H", "H", "O", "H", "H", "O", "H", "H", "O", "H", "H"],
  "xyz": [[-3.7473, 10.4120, -4.9477], [-1.2427, 10.8013, -5.6150], [-0.2831, 10.6193, -5.5910], [-2.8307, 12.1964, -7.3953], [-2.3027, 11.6326, -6.8300], [-2.1919, 12.7408, -7.8553], [-3.1258, 9.0335, -7.8164], [-2.2867, 9.2958, -7.4378], [-3.6821, 9.8072, -7.7262], [0.1013, 13.3343, -5.8181], [-0.3398, 13.3586, -6.6673], [-0.0618, 12.4507, -5.4882], [-0.9377, 8.3956, -4.3921], [-1.4143, 7.6882, -4.8263], [-1.1247, 9.1710, -4.9213], [1.8999, 10.8190, -4.0431], [1.0030, 10.8175, -4.3773], [2.3532, 10.1602, -4.5693], [-2.2819, 10.9118, -2.1283], [-1.8832, 11.3216, -2.8960], [-2.4137, 11.6329, -1.5127], [-0.1600, 9.9194, -7.9572], [-0.5180, 10.4971, -7.2833], [0.7746, 9.8674, -7.7570]],
  "mulliken_charge": [0.89, -0.80, -0.09, -0.64, 0.11, 0.31, -0.62, 0.35, 0.29, -0.64, 0.27, 0.35, -0.64, 0.32, 0.39, -0.62, 0.40, 0.32, -0.63, 0.33, 0.31, -0.65, 0.36, 0.33],
  "homo_ev": -10.279,
  "charge": 0,
  "orbital_gap_ev": 8.9,
  "total_energy_ha": -773.20515,
  "lumo_energy_ev": -1.41
}